Formula: C21H20N2O4
Source: OMol25
Level of theory: ωB97M-V/def2-TZVPD

CARTESIAN COORDINATES (ANGSTROEM)
C 5.813 -0.809 -1.602
C 5.581 -1.191 -0.146
C 5.222 -2.672 -0.016
O 5.014 -3.070 1.326
C 3.840 -2.781 1.940
C 3.736 -3.196 3.271
C 2.573 -2.983 3.981
C 1.496 -2.334 3.397
C 1.595 -1.901 2.081
C 0.493 -1.207 1.345
O 0.361 -1.315 0.145
N -0.311 -0.445 2.145
C -1.426 0.317 1.787
C -2.295 0.710 2.804
C -3.420 1.452 2.502
C -3.683 1.821 1.197
C -2.800 1.456 0.181
N -3.099 1.869 -1.118
C -2.273 1.927 -2.205
O -1.104 1.607 -2.224
C -2.955 2.449 -3.404
C -2.463 2.633 -4.670
C -3.526 3.158 -5.435
C -4.586 3.257 -4.584
O -4.256 2.834 -3.356
C -1.674 0.695 0.473
C 2.758 -2.137 1.354
H 4.911 -0.973 -2.187
H 6.614 -1.405 -2.032
H 6.084 0.240 -1.678
H 4.777 -0.582 0.271
H 6.481 -0.998 0.441
H 4.348 -2.914 -0.632
H 6.061 -3.286 -0.356
H 4.579 -3.698 3.718
H 2.502 -3.328 5.002
H 0.585 -2.211 3.964
H -0.125 -0.478 3.138
H -2.091 0.427 3.827
H -4.098 1.745 3.290
H -4.565 2.400 0.962
H -4.025 2.256 -1.243
H -1.466 2.413 -4.992
H -3.507 3.424 -6.471
H -5.591 3.602 -4.730
H -0.999 0.403 -0.313
H 2.770 -1.804 0.328

As for the charge: 0. The value obtained for the gap between HOMO and LUMO is 8.89 eV. The calculation puts the maximum force at 1.313 eV/A. The value obtained for the total energy is -1222.73228 Ha.



Formula: C3H11N2O
Source: OMol25
Level of theory: ωB97M-V/def2-TZVPD

CARTESIAN COORDINATES (ANGSTROEM)
C -1.140 0.587 -0.853
C -0.507 -0.232 0.235
C -0.981 -0.997 1.238
N -2.247 -0.802 1.731
N 0.959 -0.599 -0.032
H -2.162 0.191 -0.898
H -0.632 0.375 -1.792
H -1.230 1.622 -0.524
H -0.546 -1.967 1.447
H -2.858 -0.068 1.410
H -2.477 -1.162 2.638
H 1.121 -1.601 0.064
H 1.463 -0.056 0.663
H 1.305 -0.384 -0.970
H 2.812 2.111 -1.761
H 4.016 1.647 -1.339
O 3.104 1.334 -1.258

As for the charge: +1. The value obtained for the gap between HOMO and LUMO is 9.42 eV. The calculation puts the maximum force at 2.597 eV/A. The value obtained for the total energy is -305.37714 Ha.



Formula: C3H12N2OS
Source: OMol25
Level of theory: ωB97M-V/def2-TZVPD

CARTESIAN COORDINATES (ANGSTROEM)
N 2.894 0.588 0.491
C 0.268 0.351 0.147
C 0.122 -0.715 1.208
S -1.432 -1.669 1.097
C 0.233 -0.168 -1.294
N -1.038 0.074 -1.973
H 3.154 1.413 1.023
H 3.388 -0.222 0.893
H -0.459 1.142 0.237
H 0.168 -0.292 2.206
H 0.926 -1.428 1.106
H -2.172 -0.478 0.738
H 1.142 0.227 -1.816
H 0.424 -1.249 -1.254
H -1.324 -0.711 -2.516
H -1.728 0.469 -1.340
H -3.405 1.020 0.629
H 1.400 0.746 0.257
O -2.562 0.902 0.161

As for the charge: -1. Its spin multiplicity is 2. The value obtained for the gap between HOMO and LUMO (spin up / spin down) is 7.66 / 6.06 eV. The calculation puts the maximum force at 1.962 eV/A. The value obtained for the total energy is -704.33873 Ha.



Formula: C22H62O19
Source: OMol25
Level of theory: ωB97M-V/def2-TZVPD

CARTESIAN COORDINATES (ANGSTROEM)
C -3.288 -2.232 4.468
C -2.346 -2.440 3.295
C -3.343 -2.645 2.123
O -4.643 -2.623 2.666
C -4.589 -1.840 3.873
H -2.831 -1.500 5.135
H -3.499 -3.139 5.035
H -1.670 -3.290 3.381
H -1.774 -1.527 3.126
H -3.134 -3.533 1.527
H -3.288 -1.773 1.471
H -5.407 -2.098 4.545
H -4.664 -0.768 3.689
O -1.688 -5.588 -3.691
C -1.572 -4.217 -3.242
C -1.723 -4.158 -1.692
O -3.068 -4.441 -1.450
H -0.898 -6.065 -3.426
H -0.574 -3.816 -3.415
H -2.241 -3.557 -3.794
H -1.450 -3.141 -1.411
H -1.142 -4.868 -1.103
H -3.246 -5.174 -2.044
O 6.673 -4.214 0.270
C 6.400 -3.546 1.521
C 4.901 -3.258 1.588
O 4.419 -2.317 0.588
H 7.607 -4.382 0.126
H 6.613 -4.188 2.376
H 7.042 -2.673 1.631
H 4.690 -2.937 2.608
H 4.331 -4.174 1.433
H 3.481 -2.230 0.774
O 1.869 -2.128 1.305
C 1.782 -1.653 2.643
C 2.196 -0.170 2.862
O 1.478 0.742 2.030
H 1.084 -1.840 0.834
H 0.753 -1.722 2.995
H 2.394 -2.309 3.262
H 3.280 -0.099 2.769
H 1.908 0.118 3.873
H 1.914 0.715 1.175
O -4.548 2.660 -1.054
C -3.825 1.668 -0.401
C -4.203 0.268 -0.985
O -5.539 0.127 -0.584
H -5.461 2.374 -0.976
H -2.765 1.878 -0.548
H -4.036 1.669 0.668
H -3.499 -0.518 -0.708
H -4.150 0.467 -2.055
H -5.864 -0.635 -1.069
O -0.552 2.377 -5.397
C 0.615 2.251 -4.575
C 0.360 2.928 -3.210
O -0.810 2.312 -2.640
H -0.252 1.930 -6.192
H 0.882 1.201 -4.456
H 1.499 2.749 -4.973
H 0.088 3.978 -3.318
H 1.220 2.833 -2.548
H -1.352 2.398 -3.428
O 2.138 0.277 -0.563
C 1.276 -0.409 -1.552
C -0.173 -0.420 -1.122
O -0.435 -1.196 0.029
H 3.059 0.228 -0.829
H 1.422 0.100 -2.504
H 1.642 -1.401 -1.819
H -0.837 -0.781 -1.908
H -0.490 0.597 -0.890
H -1.030 -0.745 0.632
O 4.054 2.260 -4.087
C 4.438 2.394 -2.735
C 5.274 1.258 -2.133
O 4.561 0.186 -1.629
H 4.130 1.331 -4.316
H 4.999 3.326 -2.666
H 3.530 2.481 -2.137
H 5.891 1.674 -1.336
H 5.964 0.805 -2.845
H 5.088 -0.593 -1.438
O -1.248 0.936 1.443
C -1.909 1.202 2.699
C -2.022 2.673 3.062
O -2.670 3.336 2.002
H -0.303 1.049 1.569
H -2.886 0.719 2.675
H -1.351 0.727 3.507
H -1.061 3.176 3.166
H -2.513 2.882 4.012
H -2.092 3.205 1.247
O -1.837 6.213 0.974
C -0.479 5.712 1.024
C -0.268 4.813 -0.216
O -0.996 3.557 -0.074
H -2.335 5.395 0.904
H 0.216 6.551 0.998
H -0.402 5.214 1.991
H 0.774 4.574 -0.427
H -0.681 5.359 -1.064
H -0.981 3.119 -0.928

As for the charge: 0. The value obtained for the gap between HOMO and LUMO is 9.50 eV. The calculation puts the maximum force at 2.907 eV/A. The value obtained for the total energy is -2304.80454 Ha.



Formula: C2H2O2
Source: OMol25
Level of theory: ωB97M-V/def2-TZVPD

CARTESIAN COORDINATES (ANGSTROEM)
C 0.897 3.322 1.238
C 2.934 1.323 -0.538
O 0.383 3.847 2.082
O 2.688 2.347 -0.900
H -1.882 3.450 -0.543
H -2.381 3.752 -1.066

As for the charge: 0. The value obtained for the gap between HOMO and LUMO is 14.10 eV. The calculation puts the maximum force at 1.409 eV/A. The value obtained for the total energy is -227.83603 Ha.



Formula: N2O4
Source: OMol25
Level of theory: ωB97M-V/def2-TZVPD

CARTESIAN COORDINATES (ANGSTROEM)
O -1.082 -1.394 -1.606
N -0.742 -0.443 -1.014
O 0.277 -0.647 -0.065
N 0.472 0.587 0.737
O -0.309 1.384 0.537
O 1.385 0.513 1.410

As for the charge: 0. The value obtained for the gap between HOMO and LUMO is 10.45 eV. The calculation puts the maximum force at 5.156 eV/A. The value obtained for the total energy is -410.22791 Ha.



Formula: C30H27N3PPdSSe2
Source: OMol25
Level of theory: ωB97M-V/def2-TZVPD

CARTESIAN COORDINATES (ANGSTROEM)
Pd -0.546 -0.210 -0.489
Se -1.732 1.933 -0.953
P -2.641 0.372 0.390
Se -1.634 -1.163 1.646
C -3.651 1.457 1.468
C -3.349 1.668 2.800
C -4.022 2.649 3.509
C -4.994 3.412 2.885
C -5.302 3.194 1.550
C -4.631 2.219 0.840
C -3.978 -0.495 -0.505
C -4.042 -0.508 -1.890
C -5.150 -1.053 -2.513
C -6.174 -1.604 -1.759
C -6.072 -1.656 -0.377
C -4.978 -1.093 0.252
H -2.593 1.058 3.277
H -3.771 2.824 4.544
H -5.493 4.201 3.428
H -6.054 3.792 1.056
H -4.845 2.058 -0.209
H -3.243 -0.049 -2.471
H -5.231 -1.028 -3.593
H -7.061 -1.986 -2.248
H -6.853 -2.112 0.215
H -4.898 -1.102 1.330
S 4.551 -0.598 4.059
C 3.278 -0.276 2.836
C 3.458 -0.610 1.501
C 2.496 -0.216 0.593
N 1.394 0.452 0.929
C 1.206 0.718 2.220
C 2.114 0.377 3.211
C 5.807 0.502 3.408
C 6.023 1.741 4.001
C 7.011 2.554 3.477
N 7.762 2.223 2.434
C 7.542 1.043 1.873
C 6.593 0.142 2.319
H 4.320 -1.175 1.178
H 2.593 -0.436 -0.465
H 0.292 1.248 2.471
H 1.923 0.610 4.248
H 5.430 2.053 4.847
H 7.216 3.527 3.906
H 8.166 0.809 1.018
H 6.467 -0.816 1.839
C -0.586 -2.875 -1.734
C 0.309 -2.514 -2.884
C 0.691 -3.421 -3.846
C 1.498 -3.046 -4.914
C 1.896 -1.719 -5.049
C 1.565 -0.777 -4.109
C 1.958 0.663 -4.249
C 0.829 -1.168 -2.934
N 0.793 -0.369 -1.914
H -0.872 -3.925 -1.770
H -1.511 -2.255 -1.753
H -0.068 -2.691 -0.772
H 0.358 -4.452 -3.773
H 1.786 -3.776 -5.656
H 2.489 -1.419 -5.907
H 2.421 0.839 -5.218
H 2.656 0.950 -3.460
H 1.081 1.306 -4.148

As for the charge: -1. Its spin multiplicity is 3. The value obtained for the gap between HOMO and LUMO (spin up / spin down) is 5.47 / 5.80 eV. The calculation puts the maximum force at 2.199 eV/A. The value obtained for the total energy is -6993.98775 Ha.



Formula: C5H6BrN2
Source: OMol25
Level of theory: ωB97M-V/def2-TZVPD

CARTESIAN COORDINATES (ANGSTROEM)
C -0.624 -0.552 -0.334
C 0.871 0.483 0.804
C 2.455 -0.978 -0.223
C 0.240 -1.485 -0.664
C -0.022 0.828 -0.355
N 2.040 -0.122 0.625
N 1.469 -1.632 -0.890
Br -3.760 1.246 0.339
H -1.754 -0.654 -0.152
H 0.586 0.723 1.856
H 3.476 -1.082 -0.570
H 0.576 1.082 -1.255
H -0.798 1.667 -0.236
H -4.756 0.475 1.055

As for the charge: +1. The value obtained for the gap between HOMO and LUMO is 7.78 eV. The calculation puts the maximum force at 5.288 eV/A. The value obtained for the total energy is -2877.24625 Ha.



Formula: C11H32FeN2O5P2
Source: OMol25
Level of theory: ωB97M-V/def2-TZVPD

CARTESIAN COORDINATES (ANGSTROEM)
O -1.412 -2.926 -2.885
H -2.064 -3.287 -3.511
Fe -0.414 0.109 0.095
N 1.515 0.267 0.598
N 0.635 -0.517 -1.534
O 2.085 0.494 1.888
O 0.085 -0.788 -2.787
C 2.478 -0.026 -0.274
C 1.970 -0.432 -1.531
C 3.900 0.043 0.125
C 2.846 -0.740 -2.694
H 3.995 -0.093 1.205
H 4.318 1.034 -0.123
H 4.480 -0.717 -0.417
H 2.313 -0.656 -3.649
H 3.261 -1.756 -2.605
H 3.705 -0.055 -2.707
H 1.416 1.019 2.382
H -0.344 -1.706 -2.756
O 0.924 2.948 -1.333
H 1.772 2.483 -1.426
H 0.608 3.029 -2.251
C -1.570 -3.542 -1.599
H -2.345 -3.022 -1.018
H -0.613 -3.418 -1.076
H -1.803 -4.606 -1.738
O 0.095 -2.533 1.834
H 1.027 -2.447 2.126
H -0.408 -2.693 2.654
C -2.753 0.111 -1.479
P -2.430 1.464 -0.288
C -3.710 2.594 -0.928
C -1.582 2.819 0.837
C -1.644 2.422 2.306
P -1.492 0.581 2.447
C -1.519 0.436 4.269
C -3.215 0.246 1.949
H -2.668 0.581 -2.468
H -3.782 -0.262 -1.365
H -2.066 -0.749 -1.444
H -4.692 2.446 -0.456
H -3.411 3.648 -0.813
H -3.818 2.367 -1.995
H -0.560 2.878 0.429
H -2.074 3.780 0.665
H -0.824 2.878 2.876
H -2.607 2.734 2.749
H -2.348 1.030 4.678
H -1.608 -0.614 4.583
H -0.578 0.838 4.663
H -3.921 0.641 2.693
H -3.426 0.703 0.919
H -3.330 -0.845 1.880

As for the charge: 0. Its spin multiplicity is 5. The value obtained for the gap between HOMO and LUMO (spin up / spin down) is 5.68 / 5.85 eV. The calculation puts the maximum force at 3.971 eV/A. The value obtained for the total energy is -2870.07419 Ha.



Formula: C2H11NO2
Source: OMol25
Level of theory: ωB97M-V/def2-TZVPD

CARTESIAN COORDINATES (ANGSTROEM)
C -1.975 0.121 -2.274
C -0.781 0.020 -1.326
N -0.944 -0.481 -0.002
H -2.823 0.570 -1.768
H -1.641 0.883 -2.984
H -2.205 -0.798 -2.816
H 0.035 -0.487 -1.861
H -0.363 1.005 -1.143
H -1.025 0.298 0.656
H -1.814 -1.011 0.163
H 2.458 0.135 0.359
H 2.507 1.641 0.125
O 1.889 0.901 0.222
H 0.614 -0.660 3.497
H 0.924 -0.656 2.013
O 1.353 -0.610 2.871

As for the charge: +1. Its spin multiplicity is 2. The value obtained for the gap between HOMO and LUMO (spin up / spin down) is 11.13 / 5.51 eV. The calculation puts the maximum force at 3.468 eV/A. The value obtained for the total energy is -287.67007 Ha.



Formula: C5H19BBr2N2NbO3P2
Source: OMol25
Level of theory: ωB97M-V/def2-TZVPD

CARTESIAN COORDINATES (ANGSTROEM)
C 2.814 -2.156 0.329
C 2.253 -0.819 -0.303
B 1.272 -0.053 0.707
O 1.921 0.444 1.894
Nb -1.016 0.287 0.509
C -1.211 -0.589 -1.574
Br -0.683 -2.549 -1.432
C -0.555 0.049 -2.854
C 0.573 1.089 -2.816
Br 0.180 -1.456 -4.007
P -0.751 2.749 -0.254
N -1.556 3.780 0.918
O 0.909 3.083 -0.099
P -1.566 -1.985 1.604
N -1.022 -1.991 3.285
O -3.271 -2.124 1.656
H 3.832 -2.296 -0.075
H 2.922 -2.013 1.415
H 2.151 -2.990 0.058
H 3.153 -0.163 -0.428
H 1.868 -0.989 -1.318
H 1.336 0.149 2.593
H -2.820 0.638 0.513
H -0.963 0.975 2.180
H -2.297 -0.682 -1.778
H -1.363 0.438 -3.499
H 1.207 0.971 -3.712
H 1.234 1.137 -1.942
H 0.124 2.098 -2.929
H -1.088 3.716 1.819
H -2.488 3.413 1.083
H 1.263 3.482 -0.892
H -1.033 -2.934 3.664
H -1.711 -1.453 3.809
H -3.615 -1.257 1.876

As for the charge: -1. The value obtained for the gap between HOMO and LUMO is 5.73 eV. The calculation puts the maximum force at 2.495 eV/A. The value obtained for the total energy is -6449.58248 Ha.



Formula: C4H10SSi
Source: OMol25
Level of theory: ωB97M-V/def2-TZVPD

CARTESIAN COORDINATES (ANGSTROEM)
C 1.353 -0.655 -0.164
C 1.318 0.765 -0.684
C -0.008 -1.261 -0.120
C -0.020 1.463 -0.208
Si -1.152 0.208 0.467
S -3.239 0.124 -0.099
H 1.917 -1.288 -0.887
H 1.876 -0.720 0.844
H 2.149 1.339 -0.235
H 1.404 0.656 -1.704
H -0.426 -1.592 -0.987
H -0.044 -2.090 0.539
H 0.170 2.229 0.480
H -0.444 2.217 -1.026
H -1.643 -0.228 3.538
H -3.210 -1.167 0.246

As for the charge: 0. The value obtained for the gap between HOMO and LUMO (spin up / spin down) is 6.76 / 9.36 eV. The calculation puts the maximum force at 4.046 eV/A. The value obtained for the total energy is -845.94101 Ha.